Entry 1:
ORCA calculation (ωB97M-V with the def2-TZVPD basis set) on 14 unconnected molecules or ions with the total composition C24H76O14 at a distorted geometry.

```
114
Properties=species:S:1:pos:R:3:forces:R:3
C -16.04049 4.56960 -12.84882 -0.643 -0.882 0.636
C -16.60613 3.75580 -11.65830 0.500 -0.188 0.082
O -17.97309 4.02249 -11.41954 -0.317 0.635 0.173
H -16.60591 4.36602 -13.76576 0.091 0.168 0.235
H -14.99739 4.34575 -13.01014 0.383 -0.204 -0.080
H -16.10050 5.60430 -12.56388 -0.135 0.664 -0.188
H -16.04896 4.06330 -10.71967 -0.155 -0.891 -0.971
H -16.59877 2.65151 -11.87104 0.511 1.022 0.421
H -18.01950 4.88923 -10.98487 -0.298 -0.334 -0.225
C -21.23701 4.41935 -7.47861 0.175 -0.405 -0.208
C -21.16521 5.68191 -8.34033 0.116 -1.314 -0.578
O -20.02400 5.57216 -9.19484 0.155 -1.071 0.015
H -20.20730 4.18113 -7.16091 -0.521 -0.313 -0.334
H -21.82343 3.55471 -7.82511 0.852 0.146 -0.905
H -21.76722 4.53944 -6.57412 -0.608 1.027 1.339
H -20.97153 6.50680 -7.69324 -0.359 0.832 0.600
H -22.05330 5.83876 -8.98772 0.254 -0.014 0.643
H -19.56605 6.41539 -9.24558 0.333 0.564 -0.144
C -14.40376 3.52234 -7.78594 -0.620 0.550 2.384
C -13.87683 4.28111 -6.53299 -0.739 -0.093 -0.737
O -13.86457 5.65890 -6.91537 -0.102 0.183 0.138
H -13.90562 3.83410 -8.65167 1.290 0.266 -1.145
H -15.45738 3.70829 -8.00215 -0.119 -0.113 0.505
H -14.22544 2.51238 -7.53208 -0.108 -1.482 -0.429
H -12.85591 3.95094 -6.29488 -0.198 0.361 -0.170
H -14.50668 4.16095 -5.61873 0.316 -0.179 -0.814
H -14.74729 5.81830 -7.29312 0.360 0.350 0.028
C -12.06025 9.04809 -7.06234 -0.875 -1.184 0.233
C -12.53001 8.70962 -5.67750 -1.632 0.071 -0.677
O -13.81356 8.01198 -5.72615 1.165 -0.377 -0.383
H -11.83593 8.10263 -7.58422 -0.109 0.548 -0.195
H -11.18520 9.64887 -6.97307 0.637 0.647 -0.355
H -12.92596 9.56429 -7.47239 0.411 0.239 -0.739
H -12.65863 9.64475 -5.14986 -0.297 -0.003 0.503
H -11.83609 8.09247 -5.19283 1.058 -0.840 1.037
H -13.64528 7.09957 -6.14645 -0.226 1.120 0.828
C -20.50788 9.54404 -8.57813 -0.228 0.801 -0.222
C -20.36937 8.54336 -9.63226 0.413 -1.441 -2.074
O -19.01100 8.08889 -9.65501 1.084 0.542 0.432
H -20.14061 9.06721 -7.70196 0.270 0.000 1.161
H -21.50488 9.91917 -8.43746 -0.522 0.097 0.105
H -19.87000 10.36560 -8.86811 0.255 0.541 0.336
H -20.55741 8.87380 -10.66824 -0.463 0.349 0.436
H -20.99505 7.63865 -9.48635 0.251 0.876 -0.104
H -18.29399 8.83490 -9.46881 -1.652 -1.524 -0.126
C -17.51927 9.71610 -2.10167 0.723 0.222 0.136
C -18.47391 10.66492 -2.86574 1.349 -0.050 -0.558
O -17.59418 11.56486 -3.68593 -0.479 -1.116 1.661
H -17.13674 10.15343 -1.16758 -0.229 0.206 -0.272
H -16.60914 9.49650 -2.69428 -0.584 0.274 -0.057
H -17.89377 8.73237 -1.80938 -0.584 0.269 -0.274
H -19.10534 11.27217 -2.19337 0.314 -0.267 -0.254
H -19.10135 10.10453 -3.57283 0.104 0.067 0.363
H -18.17715 11.96396 -4.31149 -0.564 0.474 -0.792
C -18.45563 13.41286 -8.31214 -0.457 0.878 0.767
C -17.62016 12.46561 -7.44826 -1.189 0.620 0.315
O -16.45442 12.00461 -8.01085 0.801 -1.068 -1.441
H -19.15250 14.01096 -7.67575 0.176 -0.748 -0.287
H -19.03665 12.82319 -9.01658 -0.073 0.196 -0.280
H -17.90854 14.19847 -8.81965 0.518 -0.174 -0.296
H -18.25947 11.59266 -7.37861 -0.494 -0.179 1.078
H -17.38407 12.91677 -6.47194 -0.144 -0.219 -0.214
H -16.74384 11.22513 -8.54888 0.902 0.748 0.308
C -17.26837 8.88697 -5.93854 1.660 0.872 -0.627
C -16.89152 7.74425 -6.89058 -0.965 -1.232 0.524
O -15.69312 7.86313 -7.61616 1.218 1.289 -0.157
H -17.22321 9.83861 -6.56188 -0.666 -0.956 0.938
H -16.40897 9.03149 -5.23438 -0.788 -0.209 -0.254
H -18.19617 8.71099 -5.34857 0.574 0.186 -0.674
H -17.61568 7.59713 -7.68640 -0.578 0.045 0.209
H -16.82268 6.77650 -6.35962 -0.288 0.256 0.242
H -14.98441 8.22149 -7.01530 -0.367 -0.354 -0.191
C -17.20348 10.52935 -11.62946 -1.205 1.391 0.400
C -16.60730 9.44124 -10.81569 2.146 0.520 0.093
O -16.90867 9.56271 -9.42147 -0.026 0.792 -0.058
H -17.34700 10.22590 -12.67747 0.519 0.346 0.287
H -16.75190 11.56209 -11.47504 -0.292 -1.457 -0.435
H -18.21929 10.59554 -11.23250 -0.333 0.356 -0.194
H -15.50548 9.50890 -10.91828 -0.444 -0.582 -0.013
H -17.00609 8.49944 -11.10044 -0.018 -0.965 -0.697
H -16.24856 9.02714 -8.94274 -0.001 -0.275 0.564
C -21.96216 7.41464 -4.32306 0.595 1.132 2.137
C -20.71483 6.64073 -3.86343 -0.754 0.489 2.139
O -19.66869 7.50674 -3.37577 -2.210 0.741 -0.525
H -21.77452 8.35001 -4.86753 0.400 0.140 0.734
H -22.60899 7.55288 -3.39980 0.518 0.296 -1.450
H -22.47467 6.89229 -5.06587 -1.099 -1.517 -0.867
H -20.33334 6.10493 -4.68113 0.570 -1.192 -1.087
H -21.10709 5.93739 -3.02201 1.002 0.829 -1.416
H -18.91737 7.01443 -3.08735 1.074 -0.883 0.184
C -18.21493 2.57754 -8.17395 -0.530 -2.079 -1.981
O -17.85499 3.87667 -7.92653 0.007 1.681 0.160
H -17.44274 2.04031 -8.74380 0.115 0.170 0.252
H -18.41546 2.02758 -7.29012 0.015 -0.469 1.195
H -19.12098 2.43324 -8.79490 0.274 0.619 0.212
H -18.48969 4.45274 -8.37780 -0.097 0.266 -0.114
C -15.72673 6.29930 -3.23695 -0.032 -1.057 -1.117
O -17.13639 6.12053 -3.29860 -0.344 0.051 -0.519
H -15.48629 6.65244 -2.26964 0.309 0.428 0.986
H -15.29140 5.28944 -3.38369 0.295 0.617 0.098
H -15.34436 6.98823 -4.00769 -0.135 -0.177 0.253
H -17.26910 5.62869 -4.12952 -0.101 0.047 0.229
C -17.63778 3.09027 -4.38249 1.043 0.819 -1.032
O -16.93979 3.97649 -5.34023 -0.640 -0.292 1.743
H -18.39574 3.55231 -3.76387 -0.491 0.535 -0.367
H -18.01573 2.23733 -4.91631 -0.314 -0.411 -0.083
H -16.90615 2.77273 -3.65944 0.562 -0.251 0.010
H -17.44761 4.10697 -6.15534 -0.209 -0.319 -0.150
C -14.26067 12.98410 -3.43314 -2.083 -1.430 1.848
O -15.08364 13.12208 -4.54047 0.073 0.337 -1.280
H -14.46201 13.79354 -2.74328 0.311 0.386 0.447
H -14.57911 12.02696 -2.88002 0.999 1.039 -0.584
H -13.24850 12.99137 -3.71524 1.264 -0.192 -0.403
H -15.97375 13.02075 -4.21754 -0.578 -0.262 0.022
```
Positions in Å, forces in eV/Å.

Properties
HOMO energy = -0.3479 hartree
charge = 0

Atom charges from the Löwdin analysis, given in e for atoms 1 to 4: C -0.081; C -0.321; O -0.097; H 0.078

=====

Entry 2:
ORCA calculation (ωB97M-V with the def2-TZVPD basis set) on a molecular structure, C24H78BrN5O22PS at a distorted geometry.

```
132
Properties=species:S:1:pos:R:3:forces:R:3
C -3.08449 -3.60305 -2.29276 0.104 0.508 0.436
C -1.59918 -3.35048 -1.92955 -0.555 -0.188 -0.577
C -0.96811 -2.13005 -2.64914 0.124 -0.708 -0.257
C 0.05527 -2.56443 -3.71239 0.160 -0.141 0.179
C -0.48627 -0.94815 -1.75039 -0.556 1.493 -1.153
C -1.65089 0.08233 -1.71522 -0.656 -0.420 0.546
C -2.81970 -0.42852 -0.85638 0.008 0.709 0.559
C -4.24161 -0.01286 -1.27182 1.079 -0.154 0.649
C -5.00367 0.45664 -0.04427 -0.544 0.565 -0.435
N -4.65855 1.81043 0.37517 0.276 -0.753 -0.428
C -4.23892 2.24513 1.57382 0.640 -1.794 2.608
C -4.00554 3.55472 1.58112 0.280 1.617 -0.882
C -4.29476 3.98143 0.25217 0.761 2.035 1.681
C -4.68324 2.90550 -0.41913 -0.654 -0.462 -2.053
C -0.13868 -1.31158 -0.30943 -0.408 -1.429 -0.346
P 1.05215 -2.73647 0.08655 1.541 0.380 0.984
O 1.27048 -3.61765 -1.24671 -0.410 0.077 -0.224
Br -0.23548 -4.10195 1.33659 -0.148 0.304 -0.169
N 0.20169 -0.09929 0.51945 0.033 -0.513 -0.317
C 0.47731 -0.46573 1.94163 1.197 -1.466 -0.930
C 1.15857 0.86705 -0.13588 1.652 0.636 1.338
C 2.43930 1.14869 0.72946 -0.560 0.524 -0.627
C 2.36702 2.37630 1.62016 0.524 -0.179 1.110
N 1.32718 2.39524 2.67480 -0.353 -0.084 -0.717
C 0.81325 3.78625 2.79908 0.194 0.259 0.894
C -0.08699 3.98374 4.00865 -0.379 0.028 -0.214
C 1.86811 2.02455 3.97365 0.619 0.179 2.560
C 1.20498 0.90504 4.73460 1.542 6.138 -0.788
O 2.81180 2.61134 4.47177 -0.059 -0.124 -1.222
N 0.46297 2.15542 -0.19720 -0.477 -0.579 -1.016
C 0.62608 2.93251 -1.11312 0.332 -0.219 0.474
S 0.98394 3.90630 -2.26266 -0.133 0.364 -0.283
C 1.64895 0.33158 -1.48563 0.369 -1.064 -1.272
O 2.71964 -0.59599 -1.24970 -0.307 -0.118 0.731
N 0.68856 -0.29780 -2.36285 0.667 0.318 0.947
O 0.43789 0.47414 -3.50317 -0.126 -0.065 -0.605
H -3.66877 -3.61001 -1.37839 -0.282 -0.173 0.058
H -3.50379 -2.81362 -2.91409 0.057 0.017 -0.211
H -3.23330 -4.56025 -2.77035 -0.056 -0.092 -0.151
H -1.07126 -4.23161 -2.27161 0.340 -0.152 0.306
H -1.55573 -3.33876 -0.84539 0.277 0.094 -0.019
H -1.77170 -1.75042 -3.26595 -0.278 0.488 0.183
H -0.04391 -1.98493 -4.62375 0.002 0.231 -0.031
H 1.08002 -2.48097 -3.38199 0.116 0.057 0.022
H -0.09723 -3.60652 -3.97803 -0.175 -0.027 -0.094
H -1.35227 1.05534 -1.31684 0.128 0.000 -0.079
H -2.02120 0.28085 -2.71056 0.228 -0.113 -0.415
H -2.68738 0.03047 0.13209 0.101 -0.165 0.213
H -2.77846 -1.49935 -0.67996 -0.136 -0.138 -0.256
H -4.74510 -0.88322 -1.67962 -0.238 0.155 -0.357
H -4.15667 0.80494 -1.98107 -0.325 -0.072 -0.351
H -6.04750 0.46267 -0.31172 -0.397 -0.157 0.304
H -4.85232 -0.21525 0.79216 -0.085 -0.100 0.169
H -4.07052 1.68064 2.47994 -0.442 -0.860 -0.350
H -3.65956 4.11682 2.42363 0.016 0.252 0.145
H -4.21904 4.99886 -0.07296 -0.085 0.129 -0.416
H -4.97040 2.89423 -1.44896 -0.126 -0.360 -0.323
H -1.07882 -1.63895 0.12412 0.004 -0.021 0.100
H 2.20180 -3.54182 -1.49618 -0.030 -0.086 -0.064
H -0.70916 0.37413 0.56666 0.140 0.241 0.167
H 1.47270 -0.83884 2.12011 0.291 -0.062 -0.436
H -0.21177 -1.26909 2.19140 -0.180 -0.324 -0.665
H 0.19166 0.34201 2.58789 2.250 -1.249 -0.249
H 2.84451 0.26428 1.20114 -0.087 -0.103 0.099
H 3.18699 1.42421 -0.00753 0.259 -0.079 -0.107
H 3.33522 2.43241 2.11968 0.172 0.097 -0.085
H 2.30662 3.30367 1.06898 -0.122 0.053 -0.361
H 1.66172 4.45596 2.93627 0.135 0.123 -0.310
H 0.29173 4.06995 1.89343 -0.049 -0.197 -0.340
H -0.66098 4.89646 3.88778 -0.054 0.209 -0.113
H -0.81201 3.17931 4.11478 -0.018 -0.130 0.115
H 0.47924 4.11079 4.92351 0.116 -0.245 0.181
H 1.40782 -0.06224 4.28581 2.713 2.371 0.280
H 1.44912 0.95053 5.78515 0.475 -0.107 0.155
H 0.12461 1.04193 4.65532 0.295 0.424 -0.129
H 2.12534 1.10924 -2.07467 -0.426 0.714 0.193
H 3.20156 -0.66558 -2.07987 -0.107 -0.101 -0.074
H 0.30832 1.41324 -3.28508 -0.374 -0.154 0.338
O -1.14477 1.01643 2.41609 -3.674 1.839 -0.569
H -0.31896 1.45423 2.16622 0.106 1.947 0.342
H -1.83153 1.61507 2.08866 -0.483 0.274 0.377
O 0.37430 -5.92079 -4.26716 0.168 0.003 0.106
H 0.57972 -5.61197 -3.37724 -0.031 -0.021 -0.001
H 0.87565 -6.73865 -4.35432 -0.097 -0.039 -0.058
O 2.60072 1.91619 -5.24562 -0.071 -0.029 0.407
H 1.99088 1.31285 -4.79757 0.044 -0.090 -0.252
H 3.39479 1.39719 -5.40455 -0.029 0.006 -0.122
O 3.30464 5.56996 1.11837 0.012 0.113 0.019
H 4.19981 5.56285 1.49614 -0.089 -0.178 -0.142
H 3.23992 6.42406 0.68003 -0.062 -0.016 0.017
O 4.87417 0.30864 2.35642 0.068 0.085 0.209
H 5.83564 0.21574 2.42773 0.015 -0.026 -0.129
H 4.61894 0.72949 3.18578 -0.039 0.007 0.039
O -7.40487 -1.15107 -0.77902 -0.266 -0.060 -0.170
H -8.17391 -1.25148 -0.20730 0.039 -0.027 0.023
H -7.78128 -1.06255 -1.66301 0.026 -0.046 -0.004
O -7.07631 1.77307 -3.09837 0.123 -0.055 0.080
H -6.68912 1.53300 -2.25020 -0.086 0.002 0.022
H -6.70214 2.63832 -3.29422 -0.079 0.005 -0.074
O 0.42281 -0.89968 4.41185 -5.043 -8.417 0.104
H -0.31723 -1.05473 5.01072 -0.220 -0.528 0.232
H 0.00367 -0.81179 3.54976 -0.375 -0.397 1.163
O 7.47397 -0.44427 1.39556 -0.091 -0.024 -0.157
H 8.24861 -0.20401 0.87671 0.050 0.049 0.130
H 6.84986 -0.79065 0.74839 0.016 -0.053 0.034
O 6.04087 5.01262 1.44525 0.108 -0.014 0.050
H 6.82905 5.25681 1.94635 -0.046 -0.013 0.054
H 6.31101 4.23420 0.94526 -0.094 -0.080 0.095
O -0.04230 -7.50090 0.45518 -0.015 0.065 -0.037
H 0.82953 -7.57135 0.85660 -0.023 -0.053 0.002
H -0.36384 -6.63448 0.72884 0.031 -0.086 -0.056
O -2.30215 4.13274 -3.65630 0.030 0.020 0.042
H -1.44151 4.16461 -3.22520 -0.042 0.015 -0.011
H -2.38172 4.98827 -4.09226 -0.054 -0.064 -0.027
O 1.10054 -2.50610 -6.93050 0.030 -0.050 0.049
H 0.47761 -3.21225 -6.72927 -0.005 0.011 -0.040
H 1.64842 -2.43522 -6.13817 -0.020 0.033 -0.058
O -3.84424 -6.40985 -1.21817 0.069 -0.134 0.124
H -4.40744 -7.00531 -0.71263 -0.026 0.021 -0.027
H -3.04431 -6.92293 -1.37767 -0.004 -0.009 -0.019
O 3.08337 -2.97661 -4.78882 0.219 -0.118 0.182
H 3.91141 -2.71932 -4.37105 0.039 0.042 -0.129
H 3.31638 -3.74738 -5.32116 -0.088 0.011 -0.038
O -0.95389 -3.14216 5.72950 -0.113 0.326 -0.023
H -0.07593 -2.81437 5.95890 0.111 -0.422 0.152
H -0.77845 -3.81403 5.06422 0.015 -0.060 0.029
O 8.26443 5.68662 -0.01096 -0.086 0.144 -0.130
H 7.30996 5.83556 0.00199 0.090 0.061 -0.002
H 8.62129 6.44609 -0.48290 0.121 -0.073 0.010
O 1.43590 -4.13463 7.33866 0.000 -0.029 0.029
H 2.08350 -4.83836 7.44527 0.047 0.053 -0.030
H 0.81536 -4.26953 8.06264 -0.047 0.024 -0.045
```
Positions in Å, forces in eV/Å.

Properties
HOMO energy = -0.3922 hartree
charge = +1

Atom charges from the Löwdin analysis, given in e for atoms 1 to 4: C -0.072; C -0.217; C -0.245; C -0.054